1.
C39H32AsN5O5PbS2 as an isolated structure in a non-equilibrium geometry, computed with wB97M-V/def2-TZVPD.

Last column: Löwdin charge in e.
Positions of all 85 atoms, in Å:
Pb: 1.921 -0.562 0.439  1.12
As: -0.591 1.400 0.811  1.30
S: 1.608 0.476 3.225  0.38
S: 1.362 -2.845 -1.166  0.53
O: 1.039 -3.285 2.181  0.08
O: 4.410 -0.018 0.131  -0.15
O: 1.460 -5.275 1.256  0.07
O: 1.138 1.001 -1.231  -0.64
O: 6.556 -0.631 0.377  -0.02
N: -0.934 -2.034 0.416  0.03
N: -1.248 -2.222 -0.773  0.04
N: -0.528 -1.960 -2.906  0.02
N: 0.436 -2.103 -3.849  -0.03
N: 3.627 -2.503 1.086  0.07
C: 5.897 -3.213 1.040  0.00
C: -0.405 3.177 0.011  -0.35
C: 3.256 -3.749 1.378  -0.22
C: 0.920 0.958 -6.660  -0.13
C: -0.619 3.129 5.250  -0.13
C: -1.648 -2.004 2.686  -0.02
C: -4.210 0.523 -1.069  -0.10
C: -1.936 -2.301 1.353  -0.26
C: 1.611 -0.238 -6.797  -0.13
C: -0.604 2.101 2.654  -0.41
C: 0.302 2.166 4.891  -0.16
C: 0.036 5.734 -1.042  -0.12
C: -2.896 0.831 -0.757  -0.15
C: 0.737 3.902 0.347  -0.10
C: 5.333 -0.815 0.434  -0.65
C: 0.599 -1.091 -4.781  -0.25
C: -3.142 -2.933 1.028  -0.03
C: 5.522 -4.505 1.351  -0.06
C: 1.803 -4.013 1.613  -0.55
C: -1.524 3.618 4.313  -0.13
C: -4.048 -3.237 2.026  -0.11
C: 0.955 5.168 -0.168  -0.10
C: 1.463 -1.254 -5.868  -0.05
C: 0.352 1.639 3.585  -0.76
C: 1.933 1.699 -2.126  -0.32
C: -2.569 -2.298 3.674  -0.08
C: -3.500 1.159 1.539  -0.11
C: -1.501 3.097 3.030  -0.16
C: -0.217 -2.251 -1.689  -0.79
C: 0.063 1.125 -5.579  -0.10
C: -2.525 1.176 0.546  -0.37
C: -0.110 0.111 -4.658  -0.04
C: -4.818 0.855 1.229  -0.10
C: -1.086 5.010 -1.411  -0.11
C: -1.305 3.743 -0.884  -0.10
C: -3.774 -2.903 3.346  -0.11
C: 4.912 -2.236 0.899  -0.16
C: -5.177 0.547 -0.074  -0.12
C: 4.172 -4.783 1.515  -0.01
H: 2.032 -2.169 -5.978  0.10
H: -2.200 3.476 2.290  0.10
H: -2.120 0.759 -1.513  0.09
H: -4.483 0.262 -2.084  0.10
H: 1.020 1.797 5.612  0.08
H: 2.288 -0.371 -7.634  0.09
H: 0.197 6.729 -1.440  0.09
H: -4.496 -3.124 4.124  0.09
H: -2.236 4.393 4.577  0.08
H: 1.272 -2.580 -3.506  0.05
H: -0.677 -1.572 2.908  0.08
H: 6.922 -2.914 0.881  0.11
H: -0.631 3.516 6.264  0.08
H: 1.473 3.453 1.007  0.11
H: 2.080 1.142 -3.068  0.05
H: -3.347 -3.183 -0.004  0.10
H: -1.798 5.439 -2.108  0.09
H: 2.933 1.927 -1.722  0.06
H: 3.825 -5.778 1.748  0.11
H: -6.206 0.298 -0.310  0.09
H: -2.183 3.190 -1.191  0.08
H: -4.974 -3.746 1.783  0.09
H: 1.461 2.664 -2.397  0.06
H: -0.735 0.237 -3.786  0.09
H: -3.231 1.355 2.568  0.09
H: -0.450 2.067 -5.427  0.10
H: -2.339 -2.061 4.705  0.10
H: 0.499 -5.340 1.333  0.12
H: 1.060 1.761 -7.374  0.08
H: 6.259 -5.293 1.446  0.10
H: 1.839 5.729 0.114  0.09
H: -5.567 0.850 2.012  0.09

Cartesian forces (eV/Å) of the 3 atoms listed first:
Pb -0.248 1.042 -0.472
As -0.182 0.221 0.692
S -0.059 0.001 0.137

Results
- Frontier orbital gap: 0.2132 Ha
- Relative energy (zero: lowest compared OMol25 entry of this formula, charge and spin): 26.26 kcal per mole
- Charge: -2

---

2.
C39H32F3O3P2Sc as an isolated structure in a non-equilibrium geometry, computed with wB97M-V/def2-TZVPD.

Last column: Löwdin charge in e.
Positions of all 80 atoms, in Å:
Sc: 1.377 -0.079 -0.820  0.96
P: -0.186 -2.148 -0.357  1.07
P: 0.146 2.190 -0.375  1.06
F: 4.701 0.356 3.513  0.17
F: 2.539 -0.020 3.435  0.13
F: 3.945 -1.523 2.658  0.13
O: 2.696 -0.117 0.617  -0.13
O: -0.255 0.035 1.698  -0.13
O: 4.368 1.367 1.029  0.15
C: 0.783 3.141 1.052  -0.34
C: -1.499 2.894 -0.700  -0.35
C: 3.634 0.453 1.340  -0.45
C: -1.254 -3.874 1.629  -0.06
C: 1.619 -4.210 -1.109  -0.04
C: -4.020 4.015 -1.116  -0.04
C: 1.060 -3.726 3.207  -0.05
C: -4.266 -3.071 -2.316  -0.04
C: -0.151 -3.130 1.184  -0.36
C: -2.927 -1.828 -0.727  -0.10
C: 1.757 -2.089 -2.338  -0.18
C: -4.159 -2.085 -1.323  -0.06
C: -0.053 -4.449 3.659  -0.04
C: 3.717 -0.178 2.761  -0.48
C: -3.902 2.807 -0.413  -0.06
C: -2.880 4.652 -1.619  -0.05
C: 1.011 -3.077 1.977  -0.10
C: -1.782 -2.536 -1.150  -0.37
C: -3.134 -3.785 -2.723  -0.05
C: -2.644 2.248 -0.193  -0.10
C: 1.869 3.905 -1.861  -0.06
C: 2.443 1.870 -3.718  -0.04
C: 3.475 -3.785 -2.606  -0.03
C: 1.128 -2.922 -1.368  -0.38
C: 2.971 -2.519 -2.908  -0.04
C: 1.804 4.082 3.485  -0.04
C: -1.203 -4.525 2.866  -0.05
C: 0.420 3.994 3.292  -0.05
C: 2.673 3.731 2.451  -0.05
C: 1.434 1.661 -2.761  -0.18
C: -0.091 3.517 2.088  -0.08
C: -0.951 0.159 2.698  -0.05
C: -1.621 4.078 -1.441  -0.06
C: 1.212 2.669 -1.775  -0.38
C: 3.104 3.097 -3.783  -0.02
C: 2.165 3.299 1.229  -0.11
C: -1.885 -3.499 -2.166  -0.07
C: 2.791 -4.639 -1.734  -0.01
C: 2.803 4.120 -2.877  -0.01
H: 2.686 1.066 -4.421  0.12
H: 3.296 5.090 -2.957  0.13
H: 3.755 3.788 2.586  0.13
H: 1.669 4.690 -1.127  0.13
H: 1.235 -1.190 -2.750  0.08
H: 0.728 0.803 -2.868  0.09
H: -2.532 1.322 0.373  0.08
H: -5.005 4.457 -1.272  0.12
H: -0.262 4.290 4.091  0.12
H: -2.842 -1.095 0.078  0.10
H: -5.234 -3.283 -2.770  0.12
H: 3.500 -1.856 -3.594  0.12
H: 3.164 -5.644 -1.539  0.13
H: -2.969 5.597 -2.157  0.12
H: 3.857 3.273 -4.557  0.13
H: -5.041 -1.520 -1.012  0.12
H: -2.005 0.273 2.846  0.09
H: -0.731 4.545 -1.865  0.10
H: -0.023 -4.941 4.632  0.12
H: 4.407 -4.126 -3.062  0.13
H: -4.792 2.305 -0.032  0.12
H: -0.992 -4.032 -2.498  0.11
H: -1.169 3.426 1.940  0.11
H: 1.877 -2.509 1.638  0.09
H: -0.680 0.188 3.731  0.09
H: -2.152 -3.939 1.013  0.11
H: 1.088 -4.863 -0.413  0.13
H: -3.213 -4.565 -3.482  0.12
H: 1.964 -3.661 3.814  0.12
H: 2.209 4.426 4.438  0.12
H: 2.853 3.088 0.411  0.09
H: -2.073 -5.086 3.210  0.12

Cartesian forces (eV/Å) of the 3 atoms listed first:
Sc 0.837 0.015 1.856
P -0.518 -1.304 -0.176
P -0.288 1.331 0.006

Results
- Frontier orbital gap: 0.2792 Ha
- Relative energy (zero: lowest compared OMol25 entry of this formula, charge and spin): 0.00 kcal per mole
- Charge: +2

---

3.
C39H32I2InN12O3S as an isolated structure, computed with wB97M-V/def2-TZVPD.

Last column: Löwdin charge in e.
Positions of all 90 atoms, in Å:
I: -2.391 2.867 7.373  0.83
I: 0.248 4.678 2.296  0.95
In: -2.013 1.279 -0.219  0.70
S: -0.474 -0.058 -2.026  0.66
O: -0.765 1.803 1.472  -0.25
O: 3.198 -2.122 -2.295  0.11
O: -2.545 -1.379 -0.441  -0.26
N: 1.108 3.773 -2.643  0.13
N: 3.566 -2.656 -4.388  0.12
N: 3.260 -3.818 -3.684  0.13
N: 2.299 -0.001 1.545  0.10
N: -4.342 2.159 -2.976  0.08
N: 3.383 -1.576 2.730  0.11
N: -3.680 2.818 1.075  0.06
N: -1.928 -2.183 -1.273  -0.22
N: 1.772 3.123 -1.661  -0.11
N: 2.238 -2.076 2.215  -0.15
N: -3.175 0.077 1.688  -0.11
N: -0.320 2.930 -1.134  -0.01
C: 3.053 -3.457 -2.466  -0.31
C: -4.589 2.996 3.263  -0.02
C: -1.690 -4.393 -2.126  -0.06
C: 1.720 -6.201 -0.300  -0.06
C: 3.447 0.625 -2.679  0.03
C: 4.181 1.609 -5.165  -0.06
C: -4.354 4.361 3.259  -0.04
C: 3.934 2.482 -4.114  -0.03
C: -1.816 1.056 3.474  -0.16
C: -4.225 2.252 2.152  -0.27
C: -3.451 4.129 1.072  -0.14
C: 3.507 -1.687 -3.538  -0.30
C: 3.568 1.996 -2.867  -0.19
C: -0.778 3.215 3.371  -0.62
C: 3.212 2.934 -1.736  -0.07
C: -0.649 -3.956 -2.946  -0.07
C: 2.624 -4.228 -1.305  -0.14
C: 2.032 -4.212 1.026  -0.18
C: -2.250 -0.203 2.789  -0.14
C: 2.551 -3.574 -0.084  0.04
C: -0.922 -1.712 -2.060  -0.65
C: -4.411 0.750 2.076  -0.13
C: -1.125 3.462 4.687  -0.24
C: 3.685 -0.250 -3.736  -0.13
C: -3.771 4.943 2.144  -0.06
C: -2.302 -3.485 -1.307  -0.03
C: 2.230 -5.556 -1.417  -0.02
C: 0.914 2.624 -0.771  -0.22
C: 1.947 -3.488 2.350  -0.07
C: 1.601 -5.529 0.909  -0.03
C: 4.053 0.243 -4.984  -0.02
C: -3.550 2.736 -2.345  -0.08
C: 1.609 -1.120 1.510  -0.16
C: -2.152 1.296 4.795  -0.13
C: -1.816 2.494 5.401  -0.76
C: 3.370 -0.332 2.309  -0.22
C: -0.146 3.629 -2.286  -0.21
C: -1.102 2.011 2.711  -0.44
C: -0.278 -2.637 -2.901  -0.10
H: -2.025 -5.420 -2.121  0.11
H: -4.802 0.378 3.031  0.13
H: -0.964 4.035 -2.857  0.10
H: -0.861 4.403 5.148  0.08
H: -2.703 0.542 5.346  0.10
H: -3.354 -0.770 1.159  0.07
H: 4.229 -0.449 -5.797  0.12
H: -3.550 6.001 2.108  0.11
H: -1.382 -0.699 2.350  0.11
H: -4.960 1.509 -3.412  0.08
H: 3.131 0.237 -1.718  0.12
H: -0.138 -4.641 -3.609  0.11
H: 3.680 3.909 -1.865  0.13
H: 0.517 -2.256 -3.528  0.10
H: -2.701 -0.883 3.523  0.13
H: 0.968 -3.639 2.808  0.13
H: 2.700 -3.861 3.044  0.13
H: 1.394 -7.230 -0.376  0.11
H: -5.154 0.539 1.305  0.13
H: 4.463 1.998 -6.134  0.11
H: 1.191 2.053 0.105  0.10
H: 3.523 2.522 -0.776  0.13
H: -2.982 4.526 0.178  0.11
H: 4.156 0.360 2.563  0.10
H: 2.878 -2.547 -0.020  0.12
H: -3.113 -3.715 -0.634  0.13
H: -4.603 4.959 4.126  0.11
H: 2.296 -6.053 -2.376  0.12
H: -5.011 2.506 4.131  0.12
H: 1.183 -6.038 1.770  0.12
H: 0.687 -1.291 0.972  0.13
H: 4.008 3.552 -4.268  0.12

Cartesian forces (eV/Å) of the 3 atoms listed first:
I -0.001 0.001 -0.004
I -0.001 0.006 0.008
In -0.128 -0.202 -0.068

Results
- Multiplicity: 2
- Frontier orbital gap (alpha / beta): 0.2147 / 0.2781 Ha
- Relative energy (zero: lowest compared OMol25 entry of this formula, charge and spin): 12.24 kcal per mole
- Charge: 0

---

Calculated total energy (hartree)
-5380.41423 -3473.63409 -3571.85293